A molecular structure, C35H36F2N10OPTi, computed with ωB97M-V/def2-TZVPD.

Properties
lowest unoccupied orbital energy (spin up / spin down)	-6.7 / -6.6	eV
energy relative to the best compared isomer or geometry (same formula, charge and spin)	8.0	kcal per mole
⟨S²⟩	0.75
HOMO energy (spin up / spin down)	-13.674 / -13.676	eV

Geometry as ORCA input:
```
! RIJCOSX wB97M-V def2-TZVPD def2/J DEFGRID3
* xyz 2 2
Ti 1.22226 0.33278 -0.49061
C 1.20293 3.60648 2.80474
C 1.75286 2.79098 1.82235
N 1.04637 2.38215 0.77632
C -0.22776 2.80970 0.69555
C -0.77018 3.60027 1.69926
N -0.06265 3.99211 2.75156
C -0.94636 2.45716 -0.55280
C -2.11761 3.05008 -0.98672
C -2.56028 2.81438 -2.28978
C -1.74143 2.07018 -3.14018
C -0.58901 1.49924 -2.63644
N -0.27191 1.61431 -1.34035
C 0.49980 0.89492 -3.43015
C 0.45377 0.68160 -4.79860
N 1.50367 0.23411 -5.47794
C 2.61436 -0.00008 -4.79518
C 2.67646 0.19001 -3.41901
N 1.62811 0.64009 -2.74009
C -3.81949 3.40869 -2.78435
C -4.64203 2.69709 -3.64978
C -5.82249 3.28622 -4.08023
N -6.20123 4.50700 -3.71833
C -5.40726 5.18947 -2.90004
C -4.21491 4.68509 -2.40074
H 1.79959 3.94718 3.64169
H 2.78228 2.46294 1.89063
H -1.80265 3.92616 1.66496
H -2.68220 3.71300 -0.34678
H -1.99098 1.99618 -4.18915
H -0.44767 0.86652 -5.36947
H 3.47847 -0.34925 -5.34573
H 3.57561 -0.03402 -2.85976
H -4.39521 1.69095 -3.96473
H -6.49094 2.75155 -4.74425
H -5.73405 6.18668 -2.63110
H -3.59999 5.30187 -1.75775
F -1.25740 -3.67731 -3.43302
C -0.20053 -3.28789 -2.71708
C -0.22601 -2.04663 -2.10029
C 0.86072 -1.62874 -1.34568
C 1.96368 -2.48870 -1.19732
C 1.96317 -3.70437 -1.88309
F 3.03381 -4.51315 -1.83461
C 0.89003 -4.13159 -2.63643
C 3.10236 -2.01811 -0.38213
C 4.08397 -2.84353 0.16554
C 5.12049 -2.28965 0.89393
C 5.17649 -0.91253 1.08098
C 4.15889 -0.15461 0.55162
N 3.14288 -0.68045 -0.15035
H -1.11054 -1.43178 -2.23521
H 0.91110 -5.08145 -3.15174
H 4.03961 -3.90965 0.01403
H 5.88734 -2.92947 1.31040
H 5.98337 -0.44430 1.62556
H 4.14564 0.92245 0.67603
C 1.88183 -0.02836 3.77667
N 0.48807 -0.44892 3.69417
C -0.17722 -0.58536 4.98866
P -0.12286 -1.11982 2.33332
O 0.38541 -0.26047 1.16887
N -1.75055 -1.07626 2.34572
C -2.58819 -2.16008 2.85446
C -2.46117 0.17719 2.11750
N 0.33492 -2.67995 2.21613
C -0.21285 -3.54166 1.16653
C 1.01065 -3.40635 3.28996
H 1.94292 0.95623 4.24533
H 2.32099 0.02410 2.78206
H 2.47409 -0.72291 4.37966
H -0.21245 0.38439 5.48708
H 0.35649 -1.28674 5.63522
H -1.19525 -0.94292 4.85923
H -1.98475 -3.02762 3.10710
H -3.32122 -2.45066 2.10026
H -3.12491 -1.84086 3.75106
H -1.76349 0.94394 1.79188
H -2.94822 0.51969 3.03433
H -3.22446 0.04190 1.34836
H -0.79384 -2.95815 0.45665
H -0.85696 -4.30911 1.60308
H 0.59482 -4.03444 0.62627
H 1.50132 -2.72269 3.97538
H 1.76955 -4.05738 2.85391
H 0.31000 -4.02910 3.85299
*
```

Löwdin atomic charge list, values in e, 2 entries: number 1, Ti, carries 1.09; number 2, C, carries -0.07